Molecular formula: C15H14N8O4
Method: DFT, wB97M-V/def2-TZVPD

The geometry in XYZ format:
```
41
Properties=species:S:1:pos:R:3
O -0.805 5.735 3.283
N -0.496 4.524 3.368
O -0.369 3.791 2.363
C -0.278 3.977 4.683
C -0.619 4.724 5.809
C -0.394 4.253 7.078
N -0.773 5.039 8.229
O -0.520 4.628 9.370
O -1.361 6.137 8.027
C 0.204 3.003 7.197
N 0.581 2.274 8.276
N 1.102 1.178 7.723
N 1.136 1.046 6.388
N 0.531 2.272 5.998
C 0.297 2.712 4.791
H -1.069 5.691 5.678
H 0.525 2.147 3.913
C 3.062 -0.599 1.415
C 2.376 -1.800 1.513
C 0.989 -1.811 1.518
C 0.285 -0.618 1.421
C -1.193 -0.607 1.395
N -1.742 0.549 1.535
C -3.175 0.621 1.392
C -3.923 -0.636 1.806
C -3.324 -1.844 1.102
N -1.871 -1.789 1.230
C 0.976 0.587 1.339
C 2.364 0.599 1.331
H 4.137 -0.595 1.402
H 2.915 -2.732 1.581
H 0.467 -2.746 1.614
H -3.501 1.492 1.961
H -3.372 0.843 0.332
H -3.844 -0.769 2.892
H -4.987 -0.538 1.579
H -3.707 -2.784 1.505
H -3.578 -1.819 0.033
H -1.398 -2.654 0.965
H 0.428 1.513 1.281
H 2.894 1.533 1.250
```

Properties
* gap between HOMO and LUMO: 0.2416 Ha
* SMILES string: O=[N+]([O-])c1cc([N+](=O)[O-])c2nnnn2c1.c1ccc(C2=NCCCN2)cc1
* ΔE to the lowest compared entry with this formula, charge and spin: 0.027 eV
* multiplicity: 1
* net charge: 0
* LUMO: -2.03 eV
* electronic energy: -1318.73678 Ha
* highest occupied orbital energy: -8.60 eV